(1)
Molecular formula: C20H46N2O4S2
Method: DFT, the ωB97M-V functional and the def2-TZVPD basis

Structure (XYZ):
```
74
Properties=species:S:1:pos:R:3:lowdin_charge:R:1
O 14.57 -10.88 3.67 -0.324
S 13.18 -11.20 3.82 0.655
O 12.24 -11.01 2.74 -0.315
C 13.00 -12.86 4.46 -0.237
C 11.71 -12.81 5.26 -0.216
C 11.64 -11.45 5.98 -0.201
C 12.48 -10.40 5.28 -0.213
H 13.86 -12.93 5.14 0.091
H 13.21 -13.58 3.68 0.113
H 10.93 -12.87 4.49 0.115
H 11.58 -13.65 5.92 0.105
H 11.99 -11.54 7.01 0.074
H 10.58 -11.21 6.00 0.118
H 13.36 -10.11 5.85 0.093
H 12.01 -9.50 4.90 0.107
O 19.42 -11.53 13.82 -0.316
S 19.69 -11.20 12.46 0.649
O 19.32 -12.11 11.41 -0.335
C 18.95 -9.58 12.10 -0.211
C 20.12 -8.59 11.95 -0.210
C 21.37 -9.19 12.60 -0.226
C 21.41 -10.68 12.30 -0.221
H 18.38 -9.39 13.01 0.100
H 18.34 -9.69 11.21 0.087
H 20.29 -8.36 10.90 0.114
H 19.88 -7.65 12.43 0.112
H 21.47 -8.96 13.66 0.117
H 22.25 -8.70 12.17 0.114
H 22.02 -11.29 12.96 0.107
H 21.63 -10.88 11.25 0.107
C 13.44 -13.89 8.23 -0.087
C 14.26 -13.63 9.49 -0.263
N 14.09 -12.27 9.97 -0.187
C 14.46 -11.25 8.98 -0.250
C 15.94 -11.19 8.59 -0.064
C 14.80 -12.13 11.25 -0.264
C 14.72 -10.75 11.85 -0.082
H 13.91 -13.60 7.29 0.056
H 12.50 -13.36 8.34 0.068
H 13.15 -14.94 8.18 0.078
H 13.87 -14.28 10.26 0.116
H 15.33 -13.84 9.32 0.112
H 13.88 -11.43 8.08 0.074
H 14.15 -10.29 9.40 0.104
H 16.31 -12.18 8.32 0.072
H 16.05 -10.57 7.70 0.075
H 16.60 -10.80 9.36 0.057
H 15.85 -12.46 11.16 0.116
H 14.30 -12.83 11.92 0.116
H 15.14 -10.02 11.15 0.058
H 15.34 -10.73 12.74 0.076
H 13.68 -10.46 12.03 0.068
C 6.86 -12.05 13.71 -0.083
C 7.68 -12.35 12.46 -0.265
N 8.87 -11.55 12.29 -0.199
C 9.72 -11.36 13.46 -0.237
C 10.17 -12.67 14.12 -0.077
C 9.60 -11.92 11.09 -0.281
C 10.44 -10.82 10.50 -0.083
H 6.71 -12.94 14.32 0.069
H 5.87 -11.67 13.44 0.068
H 7.32 -11.32 14.38 0.059
H 7.88 -13.44 12.42 0.113
H 7.04 -12.14 11.60 0.108
H 10.60 -10.83 13.10 0.095
H 9.22 -10.73 14.18 0.098
H 10.90 -12.53 14.91 0.071
H 9.32 -13.13 14.64 0.065
H 10.54 -13.39 13.39 0.064
H 8.90 -12.29 10.33 0.113
H 10.24 -12.81 11.27 0.113
H 9.80 -9.98 10.21 0.079
H 10.99 -11.19 9.63 0.057
H 11.22 -10.46 11.17 0.050
```

Summary:
Gap between HOMO and LUMO, eV: 8.7
Structure (SMILES): O=S1(=O)CCCC1.O=S1(=O)CCCC1.CCN(CC)CC.CCN(CC)CC
Total charge: 0
Energy above the lowest of the compared OMol25 structures with the same formula, charge and spin, eV: 0.0000
HOMO level, eV: -8.12
Multiplicity: 1

(2)
Molecular formula: C20H46N4O4
Method: DFT, the ωB97M-V functional and the def2-TZVPD basis

Structure (XYZ):
```
74
Properties=species:S:1:pos:R:3:lowdin_charge:R:1
C 3.03 -7.67 -3.74 -0.078
C 2.45 -7.96 -2.33 -0.269
N 1.05 -7.68 -2.21 -0.226
C 0.45 -6.40 -2.61 -0.248
C 0.86 -5.17 -1.85 -0.088
C 0.52 -8.24 -0.98 -0.217
C -0.78 -9.06 -1.35 -0.078
H 2.44 -8.07 -4.57 0.076
H 4.08 -7.87 -3.94 0.067
H 3.01 -6.58 -3.79 0.055
H 2.68 -8.99 -2.03 0.107
H 3.04 -7.48 -1.56 0.102
H -0.61 -6.51 -2.80 0.115
H 0.93 -6.27 -3.59 0.091
H 1.64 -5.47 -1.15 0.074
H 0.09 -4.66 -1.28 0.068
H 1.23 -4.44 -2.57 0.070
H 1.17 -8.90 -0.41 0.106
H 0.41 -7.38 -0.31 0.104
H -1.31 -8.67 -2.22 0.053
H -0.74 -10.10 -1.64 0.061
H -1.59 -9.11 -0.62 0.055
C -3.39 0.20 11.24 -0.109
C -4.24 0.85 10.19 -0.269
N -3.89 0.39 8.82 -0.186
C -2.42 0.46 8.52 -0.199
C -1.91 1.96 8.40 -0.097
C -4.67 1.09 7.78 -0.301
C -6.13 1.12 7.80 -0.115
H -3.35 -0.87 11.08 0.083
H -3.95 0.24 12.17 0.071
H -2.41 0.66 11.42 0.074
H -5.25 0.45 10.19 0.109
H -4.26 1.93 10.35 0.111
H -1.81 0.01 9.30 0.092
H -2.32 -0.03 7.55 0.104
H -2.15 2.68 9.19 0.065
H -0.83 1.96 8.29 0.059
H -2.18 2.49 7.49 0.052
H -4.37 0.67 6.82 0.118
H -4.28 2.11 7.76 0.099
H -6.58 1.55 6.90 0.078
H -6.49 1.78 8.59 0.076
H -6.58 0.13 7.79 0.085
O 6.25 6.60 -3.72 0.051
C 5.59 7.67 -3.77 -0.451
C 4.18 7.94 -4.32 -0.068
C 3.76 9.29 -3.68 -0.114
C 5.20 9.77 -3.07 -0.120
O 6.16 8.76 -3.32 0.028
H 4.11 8.19 -5.38 0.123
H 3.48 7.18 -3.99 0.119
H 3.29 10.11 -4.23 0.103
H 3.12 9.08 -2.82 0.096
H 5.57 10.70 -3.50 0.116
H 5.16 9.86 -1.98 0.116
C 3.21 -0.75 -11.52 -0.017
C 2.26 -0.07 -10.57 -0.684
N 2.38 -0.36 -9.34 0.173
O 1.67 0.90 -10.99 0.041
H 2.83 -0.73 -12.54 0.084
H 3.49 -1.75 -11.18 0.071
H 4.13 -0.19 -11.68 0.085
H 1.99 0.27 -8.64 0.130
H 3.09 -1.00 -9.04 0.117
C -2.71 4.64 -0.17 -0.016
C -2.62 4.62 -1.70 -0.604
N -1.71 3.75 -2.19 0.143
O -3.28 5.36 -2.43 0.026
H -3.07 5.64 0.03 0.078
H -1.82 4.55 0.45 0.074
H -3.46 3.88 0.04 0.083
H -1.70 3.86 -3.19 0.110
H -1.16 3.12 -1.62 0.107
```

Summary:
Gap between HOMO and LUMO, eV: 8.6
Structure (SMILES): CCN(CC)CC.CCN(CC)CC.O=C1CCCO1.CC(N)=O.CC(N)=O
Total charge: 0
Energy above the lowest of the compared OMol25 structures with the same formula, charge and spin, eV: 0.0000
HOMO level, eV: -8.06
Multiplicity: 1

(3)
Molecular formula: C20H46NdOP4
Method: DFT, the ωB97M-V functional and the def2-TZVPD basis

Structure (XYZ):
```
72
Properties=species:S:1:pos:R:3:lowdin_spin:R:1
Nd -0.48 -1.53 0.09 3.050
P 0.32 2.95 0.28 0.000
P -2.88 0.30 0.31 -0.006
P 2.68 -0.54 -0.33 -0.006
H -2.59 -2.73 -1.39 -0.001
C -1.80 -3.25 -0.84 -0.016
C -1.84 -3.36 0.56 0.017
H -2.71 -3.05 1.13 0.002
C 0.86 4.29 -0.85 0.000
C -0.83 3.77 1.43 0.000
C 1.73 2.76 1.42 0.000
C -4.41 -0.59 -0.21 -0.001
C -3.53 1.24 1.75 -0.001
C -2.86 1.69 -0.88 -0.001
C 3.53 -1.96 -1.14 0.000
C 4.11 0.08 0.65 -0.001
C 2.76 0.67 -1.72 -0.001
H -1.33 -4.05 -1.43 0.000
H -1.13 -4.01 1.10 0.001
H 1.15 5.13 -0.21 0.000
H 0.03 4.55 -1.51 0.000
H 1.70 3.93 -1.44 0.000
H -0.37 4.76 1.59 0.000
H -0.87 3.26 2.42 0.000
H -1.85 3.91 1.06 0.000
H 2.30 3.70 1.29 0.000
H 2.37 1.90 1.23 0.000
H 1.36 2.71 2.46 0.000
H -5.10 0.13 -0.67 0.000
H -4.87 -1.05 0.68 0.000
H -4.18 -1.39 -0.93 0.000
H -4.48 1.74 1.48 0.000
H -2.82 2.01 2.08 0.000
H -3.72 0.55 2.60 0.000
H -3.85 1.79 -1.35 0.000
H -2.11 1.48 -1.66 0.000
H -2.58 2.63 -0.39 0.000
H 4.61 -1.74 -1.21 0.000
H 3.09 -2.18 -2.13 0.000
H 3.39 -2.85 -0.51 0.000
H 5.01 -0.44 0.33 0.000
H 3.95 -0.12 1.72 0.000
H 4.26 1.16 0.51 0.000
H 3.46 0.31 -2.47 0.000
H 3.07 1.66 -1.35 0.000
H 1.77 0.76 -2.17 0.000
C -0.01 -1.08 -3.06 -0.002
C -0.42 -0.60 -4.35 -0.001
C -0.12 -1.34 -5.48 -0.001
C 0.56 -2.57 -5.36 -0.001
C 0.97 -3.04 -4.12 0.000
C 0.65 -2.32 -2.96 -0.002
O -0.24 -0.26 -2.01 -0.016
H 0.10 1.93 -0.77 0.000
H -0.98 0.34 -4.35 0.000
H -0.44 -0.99 -6.45 0.000
H 0.79 -3.15 -6.24 0.000
H 1.52 -3.98 -4.05 0.000
H 0.92 -2.70 -1.95 0.000
C -0.61 0.54 3.98 -0.001
P 0.01 -0.80 2.91 -0.008
C 1.75 -0.89 3.47 -0.001
C -0.62 -2.23 3.85 -0.001
H -1.55 0.95 3.58 0.000
H -0.82 0.12 4.98 0.000
H 0.13 1.34 4.09 0.000
H 1.77 -1.35 4.46 0.000
H 2.35 -1.50 2.77 0.000
H 2.18 0.12 3.54 0.000
H -0.06 -2.29 4.78 0.000
H -1.69 -2.10 4.06 0.000
H -0.47 -3.16 3.28 0.000
```

Summary:
Gap between HOMO and LUMO (spin up / spin down), eV: 4.4 / 4.4
Total charge: +3
HOMO level (spin up / spin down), eV: -15.51 / -15.52
Multiplicity: 4

The following calculated total energy values (in a.u.) correspond, in order, to the records above: -1996.4099 -1309.5178 -2790.6665.